[1]
Here is one molecule with the formula C4H6FN3 in a non-equilibrium geometry from the OMol25 dataset. Energies are from ωB97M-V/def2-TZVPD.

The geometry in ORCA input format:
```
! RIJCOSX wB97M-V def2-TZVPD def2/J DEFGRID3
* xyz 0 1
C 0.66293 1.43650 0.13972
C -0.82155 1.48670 0.13272
C -1.15747 0.21730 0.01166
C -0.03743 -0.68965 -0.09205
H 2.93826 -0.03513 -0.72576
H 2.54284 0.04391 0.91081
H 1.17978 2.48610 -0.32119
H 1.05572 1.37289 1.24868
H -1.50706 2.36964 0.07295
H 0.89659 -2.29758 0.17591
N 2.30536 -0.36690 -0.04186
N 1.04519 0.13367 -0.41558
N -0.09080 -1.96427 0.26785
F -2.42259 -0.36250 -0.13183
*
```

The calculation puts the HOMO-LUMO gap at 9.6 eV. Its SMILES is [H]/N=C1/C(F)=CCN1N.


[2]
Here is C4H6FNO as an isolated structure in a non-equilibrium geometry from the OMol25 dataset. Energies are from ωB97M-V/def2-TZVPD.

The geometry in ORCA input format:
```
! RIJCOSX wB97M-V def2-TZVPD def2/J DEFGRID3
* xyz 0 1
C 0.28062 1.11048 1.36191
C 0.09417 0.57193 0.16945
C 1.16675 -0.15445 -0.42132
C -1.29287 0.57534 -0.49455
N 0.85971 -1.94749 -0.03321
O 2.21688 0.09078 -0.87460
F 1.14653 -2.47615 -1.27642
H -0.62093 1.56314 1.97757
H 1.22478 1.12514 1.90990
H -2.06969 0.29083 0.11711
H -1.49953 1.42770 -0.98985
H -1.36556 -0.14371 -1.35015
H -0.14087 -2.03353 -0.09585
*
```

The calculation puts the HOMO-LUMO gap at 9.9 eV.


[3]
Here is one molecule with the formula C4H6FNO in a non-equilibrium geometry from the OMol25 dataset. Energies are from ωB97M-V/def2-TZVPD.

The geometry in ORCA input format:
```
! RIJCOSX wB97M-V def2-TZVPD def2/J DEFGRID3
* xyz 0 1
C 2.45298 -0.92979 0.08896
C 1.51651 -0.02929 -0.14287
C 0.03326 -0.21218 -0.10252
C -2.03064 1.05732 -0.07978
N -0.42962 -1.32593 0.15972
O -0.61291 1.06197 -0.14782
F 1.87623 1.27085 -0.11456
H 3.55100 -0.58661 -0.01546
H 2.16450 -2.02589 0.32803
H -2.30643 2.06533 0.32768
H -2.37143 0.17345 0.53281
H -2.44086 0.74048 -1.19808
H -1.40260 -1.25972 0.36389
*
```

The calculation puts the HOMO-LUMO gap at 10.5 eV. Its SMILES is [H]/N=C(\OC)C(=C)F.


[4]
Here is one molecule with the formula C4H6FNOS from the OMol25 dataset. Energies are from ωB97M-V/def2-TZVPD.

The geometry in ORCA input format:
```
! RIJCOSX wB97M-V def2-TZVPD def2/J DEFGRID3
* xyz 0 1
C 1.89766 0.63611 -1.07575
C -0.07674 -0.83195 0.13804
C -1.88293 0.84607 0.37004
C -0.07094 -1.39832 1.33933
H 1.07842 1.28277 -1.38367
H 2.32944 0.98336 -0.15326
H 2.69564 0.62560 -1.83725
H -1.45651 -0.20193 -1.32806
H -1.47648 0.99036 1.37984
H 0.77571 -1.88685 1.77866
N -1.16260 -0.06755 -0.36108
O -2.80464 1.46299 -0.08671
F -1.15334 -1.36456 2.14312
S 1.30731 -1.07610 -0.92323
*
```

The calculation puts the HOMO-LUMO gap at 9.8 eV. Its SMILES is CS/C(=C/F)NC=O.


HOMO energy, respectively: -0.3380 -0.3444 -0.3583 -0.3359 Ha.
LUMO, respectively: 0.4 0.6 0.7 0.7 eV.
ΔE to the lowest compared entry with this formula, charge and spin, respectively: 2.327 4.314 2.076 0.911 eV.